Computed, not measured: a single C4H5NO molecule in a non-equilibrium geometry, with wB97M-V/def2-TZVPD.

Last columns: bonded neighbours and bond lengths (Å).
Element x y z (Å)
1 C -0.91160 -0.82266 -0.38670  C2 1.324, H7 1.080, H8 1.085
2 C 0.13233 -0.05894 -0.10242  C1 1.324, C3 1.494, O4 1.424
3 C 1.58621 -0.38970 -0.20057  C2 1.494, H9 1.094, H10 1.097, H11 1.094
4 O -0.09322 1.30325 0.24587  C2 1.424, C5 1.299
5 C -1.29110 1.51036 0.70413  O4 1.299, N6 1.161
6 N -2.36482 1.64267 1.12648  C5 1.161
7 H -0.81249 -1.88802 -0.53434  C1 1.080
8 H -1.89863 -0.38394 -0.49173  C1 1.085
9 H 2.20730 0.13182 0.53358  C3 1.094
10 H 1.94347 -0.12519 -1.20304  C3 1.097
11 H 1.71893 -1.46785 -0.07502  C3 1.094

Summary:
* E_tot: -7764.7585 eV
* gap between HOMO and LUMO: 10.72 eV
* multiplicity: 1
* SMILES: C=C(C)OC#N
* ΔE to the lowest compared entry with this formula, charge and spin: 170.58 kJ/mol

Atomic partial charges in e from the natural (NBO) method, atoms 1 to 4: -0.47 0.31 -0.67 -0.48